{
  "formula": "C31H71F6N4O14S2",
  "method": "ωB97M-V/def2-TZVPD",
  "total_energy_ev": -105877.8620,
  "multiplicity": 1,
  "total_charge": 1,
  "homo_lumo_gap_ha": 0.1814,
  "max_force_ev_per_a": 5.345,
  "symbols": ["C", "O", "C", "C", "N", "H", "H", "C", "C", "O", "C", "H", "H", "H", "H", "H", "H", "H", "H", "H", "H", "H", "H", "H", "H", "C", "O", "C", "C", "N", "H", "H", "C", "C", "O", "C", "H", "H", "H", "H", "H", "H", "H", "H", "H", "H", "H", "H", "H", "H", "C", "O", "C", "C", "N", "H", "H", "C", "C", "O", "C", "H", "H", "H", "H", "H", "H", "H", "H", "H", "H", "H", "H", "H", "H", "C", "C", "C", "N", "C", "C", "C", "C", "C", "C", "H", "H", "H", "H", "H", "H", "H", "H", "H", "H", "H", "H", "H", "H", "H", "H", "H", "H", "H", "H", "C", "C", "O", "O", "H", "H", "H", "C", "F", "F", "F", "S", "O", "O", "O", "C", "F", "F", "F", "S", "O", "O", "O"],
  "xyz": [[-26.92, -30.69, -30.40], [-25.84, -30.08, -31.01], [-25.48, -30.68, -32.21], [-24.04, -30.17, -32.42], [-23.99, -28.68, -32.20], [-24.71, -28.35, -31.57], [-23.16, -28.59, -31.63], [-24.12, -27.78, -33.44], [-24.48, -26.40, -33.08], [-24.07, -26.00, -31.78], [-22.72, -25.57, -31.53], [-27.22, -30.24, -29.46], [-26.77, -31.74, -30.13], [-27.76, -30.64, -31.09], [-26.11, -30.37, -33.05], [-25.57, -31.77, -32.18], [-23.39, -30.52, -33.23], [-23.62, -30.55, -31.49], [-24.89, -28.31, -34.00], [-23.13, -27.88, -33.90], [-25.55, -26.23, -33.04], [-24.22, -25.66, -33.83], [-22.61, -25.01, -30.61], [-22.44, -25.10, -32.48], [-22.03, -26.40, -31.36], [-18.09, -31.27, -46.17], [-16.78, -30.74, -46.51], [-15.62, -31.32, -45.85], [-14.31, -30.68, -46.20], [-14.44, -29.13, -46.19], [-15.41, -28.93, -46.42], [-14.62, -28.79, -45.26], [-13.63, -28.21, -47.16], [-12.21, -28.08, -46.56], [-12.21, -27.98, -45.08], [-10.91, -27.92, -44.52], [-18.74, -30.44, -46.46], [-18.25, -31.50, -45.12], [-18.15, -32.11, -46.86], [-15.70, -32.30, -46.31], [-15.81, -31.38, -44.77], [-14.11, -30.84, -47.26], [-13.50, -31.02, -45.55], [-14.13, -27.26, -47.36], [-13.63, -28.81, -48.07], [-11.77, -27.15, -46.94], [-11.55, -28.76, -47.09], [-10.32, -27.06, -44.83], [-10.32, -28.81, -44.74], [-10.96, -27.69, -43.46], [-6.65, -28.44, -36.21], [-7.67, -27.91, -37.00], [-9.03, -28.40, -36.83], [-9.85, -27.94, -35.57], [-10.03, -26.39, -35.57], [-9.06, -26.11, -35.68], [-10.58, -26.13, -36.38], [-10.57, -25.72, -34.37], [-10.37, -24.22, -34.45], [-11.31, -23.71, -35.33], [-12.60, -23.60, -34.78], [-7.03, -28.69, -35.23], [-5.69, -27.92, -36.14], [-6.39, -29.43, -36.60], [-9.13, -29.48, -36.95], [-9.51, -27.94, -37.69], [-9.29, -28.25, -34.70], [-10.86, -28.36, -35.57], [-10.06, -26.22, -33.55], [-11.61, -26.03, -34.37], [-9.38, -24.06, -34.87], [-10.32, -23.66, -33.51], [-12.52, -22.71, -34.15], [-13.13, -24.30, -34.13], [-13.29, -23.31, -35.57], [-19.12, -18.47, -49.52], [-19.65, -19.33, -48.46], [-20.26, -20.63, -48.95], [-20.81, -21.46, -47.74], [-21.16, -22.84, -48.36], [-21.54, -23.90, -47.37], [-20.56, -24.05, -46.18], [-20.27, -22.69, -45.54], [-19.80, -21.75, -46.62], [-22.14, -20.79, -47.20], [-19.88, -17.89, -50.05], [-18.46, -18.84, -50.30], [-18.56, -17.63, -49.12], [-20.32, -18.85, -47.74], [-18.77, -19.55, -47.86], [-19.40, -21.08, -49.46], [-21.09, -20.50, -49.64], [-20.26, -23.11, -48.91], [-21.97, -22.78, -49.08], [-21.58, -24.77, -48.02], [-22.56, -23.77, -47.01], [-19.58, -24.41, -46.48], [-20.93, -24.79, -45.47], [-19.37, -22.70, -44.93], [-21.11, -22.37, -44.92], [-18.88, -21.92, -47.18], [-19.67, -20.75, -46.21], [-22.95, -20.95, -47.91], [-21.88, -19.80, -46.84], [-22.31, -21.48, -46.37], [-17.48, -26.33, -39.12], [-16.19, -26.71, -39.77], [-15.18, -26.58, -39.12], [-16.38, -27.06, -40.95], [-17.74, -25.27, -39.11], [-17.48, -26.65, -38.07], [-18.32, -26.97, -39.38], [-23.13, -18.66, -39.31], [-22.32, -19.61, -39.69], [-24.29, -19.26, -38.82], [-22.47, -17.83, -38.47], [-23.64, -17.51, -40.75], [-22.41, -17.22, -41.57], [-24.61, -18.27, -41.57], [-24.14, -16.24, -40.08], [-15.86, -28.76, -30.46], [-15.11, -29.04, -31.45], [-15.41, -29.23, -29.22], [-16.10, -27.46, -30.33], [-17.50, -29.64, -30.77], [-18.53, -29.02, -29.90], [-17.91, -29.28, -32.12], [-17.31, -31.05, -30.72]],
  "lowdin_charge": [-0.097, -0.192, -0.207, -0.060, 0.069, 0.153, 0.171, -0.058, -0.210, -0.199, -0.055, 0.101, 0.097, 0.098, 0.125, 0.138, 0.150, 0.139, 0.136, 0.146, 0.137, 0.139, 0.100, 0.097, 0.082, -0.045, -0.243, -0.186, -0.044, 0.065, 0.142, 0.174, -0.030, -0.171, -0.179, -0.103, 0.093, 0.097, 0.094, 0.137, 0.137, 0.131, 0.145, 0.134, 0.126, 0.122, 0.124, 0.087, 0.092, 0.099, -0.114, -0.187, -0.151, -0.038, 0.064, 0.158, 0.181, -0.098, -0.211, -0.165, -0.090, 0.080, 0.099, 0.090, 0.135, 0.128, 0.123, 0.143, 0.141, 0.141, 0.131, 0.142, 0.093, 0.099, 0.106, -0.112, -0.268, -0.105, -0.229, -0.139, -0.167, -0.162, -0.155, -0.109, 0.090, 0.086, 0.089, 0.089, 0.115, 0.112, 0.133, 0.141, 0.130, 0.136, 0.123, 0.122, 0.114, 0.120, 0.133, 0.130, 0.145, 0.130, 0.114, 0.108, 0.086, -0.076, -0.894, -0.071, -0.124, 0.064, 0.052, 0.052, -0.636, 0.135, 0.069, 0.099, 0.540, -0.414, -0.401, -0.391, -0.682, 0.171, 0.057, 0.135, 0.432, -0.394, -0.391, -0.327]
}